5 unconnected molecules or ions with the total composition C37H72Br2FN4O9S4 in a non-equilibrium geometry. Source: OMol25; level of theory: wB97M-V/def2-TZVPD.

The geometry in XYZ format:
```
129
Properties=species:S:1:pos:R:3:forces:R:3:lowdin_charge:R:1
C 3.48163 0.12006 2.42193 0.38 -0.03 0.09 -0.2009
O 4.64354 0.91572 2.46350 0.02 -0.09 -0.02 -0.1849
C 4.39584 2.27637 2.76054 0.01 0.11 0.10 -0.2234
C 3.76606 3.08592 1.63126 -0.04 0.12 -0.08 -0.1767
C 4.74765 3.57974 0.55654 -0.02 0.02 0.09 -0.2044
C 5.62405 2.51436 -0.10796 -0.03 0.02 0.04 -0.1959
C 4.86080 1.45864 -0.91297 0.11 0.01 0.00 -0.1819
C 3.92530 2.00221 -2.00581 0.07 -0.14 0.11 -0.1920
C 2.58614 1.26854 -2.04137 0.04 -0.26 -0.14 -0.1991
C 1.52887 1.95925 -2.90757 0.19 0.02 0.18 -0.1847
C 0.78731 3.08031 -2.16187 -0.13 0.04 -0.13 -0.1860
C -0.56120 2.61555 -1.58980 0.15 -0.21 -0.05 -0.1830
C -0.38363 1.85906 -0.25752 -0.10 0.22 0.00 -0.2050
C -1.46490 2.08917 0.83331 0.08 -0.18 0.04 -0.3289
C -1.04429 1.46086 2.19026 -0.33 0.05 0.36 -0.6226
Br 0.50711 0.38835 2.20683 -0.68 0.13 -0.10 0.9539
C -1.73325 1.65245 3.33233 0.29 -0.05 -0.64 -0.7538
C -3.00391 2.43492 3.45719 -0.34 0.28 0.02 -0.1084
Br -1.16024 0.91785 4.96431 0.11 -0.15 0.18 0.8058
C -1.46209 3.63883 1.04100 -0.36 0.12 0.56 -0.0564
N -2.67394 4.36668 0.53181 0.43 -0.43 -1.24 0.1492
C -3.51643 3.66439 -0.23783 -0.27 0.05 0.39 -0.2998
N -3.99770 4.19450 -1.34902 0.39 0.07 0.52 0.1397
F -4.98356 3.58480 -2.01438 -0.21 -0.07 -0.06 0.0835
N -3.94845 2.40830 0.13760 0.49 0.04 -0.02 0.1276
C -2.84945 1.41727 0.45305 0.04 0.07 0.01 -0.2068
C -2.82832 0.33715 -0.62957 -0.29 -0.02 0.07 -0.1344
C -2.17118 -0.98592 -0.20505 0.13 -0.04 -0.34 -0.2657
N -2.90688 -2.11655 -0.78434 0.28 0.09 0.12 0.0141
H 3.78050 -0.90918 2.62408 0.02 0.02 -0.03 0.0970
H 2.75224 0.43581 3.18055 0.42 -0.06 0.01 0.0098
H 2.99618 0.15172 1.43723 0.13 0.04 0.06 0.0206
H 3.76620 2.33016 3.66186 0.00 0.01 -0.09 0.1191
H 5.36646 2.71343 3.01852 -0.06 -0.09 -0.03 0.1307
H 2.93156 2.52623 1.18571 0.10 -0.06 0.01 0.0881
H 3.31546 3.97292 2.09541 -0.03 -0.07 -0.06 0.1120
H 4.17467 4.12714 -0.20040 0.09 -0.01 0.06 0.0924
H 5.40328 4.32276 1.02593 -0.02 -0.06 -0.03 0.1116
H 6.36088 3.01319 -0.74941 -0.13 0.00 0.02 0.1160
H 6.19392 2.00159 0.67337 0.02 0.01 -0.10 0.1059
H 5.59192 0.79652 -1.38793 -0.07 -0.02 0.12 0.1144
H 4.30239 0.83477 -0.20704 -0.04 0.04 -0.06 0.0848
H 3.76376 3.08008 -1.88583 -0.04 -0.10 -0.01 0.1030
H 4.40268 1.84693 -2.97444 -0.07 0.29 0.06 0.0756
H 2.21246 1.12551 -1.01678 -0.02 0.04 -0.07 0.0894
H 2.76303 0.26027 -2.43745 0.01 0.06 0.08 0.1174
H 2.01828 2.35875 -3.79788 -0.01 -0.08 0.03 0.0957
H 0.80915 1.21008 -3.25404 -0.05 0.11 -0.06 0.1103
H 1.41148 3.44260 -1.33502 0.02 0.12 -0.12 0.1061
H 0.61621 3.93086 -2.82915 0.01 -0.09 0.02 0.1112
H -1.00574 1.95512 -2.33898 -0.17 0.14 0.08 0.1025
H -1.22939 3.47688 -1.50192 -0.01 0.05 0.10 0.0874
H 0.55774 2.20823 0.17982 -0.09 -0.17 -0.01 0.0777
H -0.27080 0.79622 -0.45056 0.11 0.04 0.04 0.0772
H -2.86600 3.50245 3.26145 -0.05 -0.11 -0.03 0.0918
H -3.42467 2.38667 4.45613 0.15 -0.10 -0.04 0.0283
H -3.78057 2.04968 2.79131 0.07 0.07 0.08 0.0750
H -1.33065 3.90553 2.08858 -0.09 -0.07 -0.13 0.1175
H -0.61846 4.06962 0.49932 -0.06 -0.09 0.03 0.1309
H -2.41161 5.26683 0.14259 -0.10 0.13 0.21 0.1581
H -3.76412 5.10145 -1.72753 -0.09 0.04 -0.12 0.1882
H -4.49131 2.53834 0.98792 -0.18 0.01 -0.11 0.1417
H -3.20926 0.90063 1.34482 0.03 0.15 -0.12 0.1249
H -3.88007 0.10391 -0.82735 0.12 0.04 0.04 0.1221
H -2.41291 0.70874 -1.56486 0.02 0.00 -0.02 0.1022
H -1.12149 -0.99782 -0.52654 0.00 0.04 0.24 0.1003
H -2.17749 -1.08362 0.88459 -0.05 0.00 -0.03 0.1120
H -2.64483 -2.19630 -1.76209 -0.21 0.01 -0.07 0.0781
H -2.57420 -2.98442 -0.37185 -0.09 -0.01 0.00 0.0230
C 5.71445 -0.64944 -7.62567 -0.04 -0.01 0.04 -0.2141
C 4.27403 -1.17874 -7.56272 0.04 0.04 0.01 -0.1998
C 3.74723 -0.90812 -6.14860 0.04 -0.07 -0.23 -0.2269
S 4.63240 0.53695 -5.56357 -0.04 -0.02 -0.24 0.6713
O 5.45831 0.16329 -4.43972 -0.05 0.06 0.10 -0.3197
O 3.72826 1.65884 -5.45417 0.03 0.05 0.12 -0.3308
C 5.67860 0.74341 -7.00121 0.07 -0.14 -0.11 -0.2256
H 6.09196 -0.61534 -8.64619 0.00 -0.01 -0.01 0.1154
H 6.37435 -1.29702 -7.04509 0.02 0.01 0.00 0.1209
H 3.65956 -0.65102 -8.29484 0.00 0.02 0.00 0.1179
H 4.22135 -2.24178 -7.79059 0.00 -0.01 0.01 0.1153
H 2.68278 -0.69772 -6.12090 -0.01 0.01 0.11 0.0980
H 3.97629 -1.72360 -5.46922 0.04 0.01 0.04 0.0805
H 6.64666 1.11730 -6.67679 -0.03 0.02 0.07 0.1080
H 5.19298 1.46884 -7.65302 -0.02 0.01 0.01 0.1071
C 1.30919 -6.38514 -3.74637 0.05 0.04 0.02 -0.2155
C 1.60113 -5.54791 -2.49297 -0.01 0.03 -0.04 -0.2085
C 2.56110 -4.42496 -2.90673 -0.05 -0.11 0.14 -0.2122
S 2.22379 -4.10200 -4.64488 -0.16 0.00 0.13 0.6601
O 3.39445 -4.42916 -5.42040 0.02 0.08 -0.06 -0.3180
O 1.60712 -2.80507 -4.79081 0.01 0.04 -0.04 -0.3339
C 0.99353 -5.38494 -4.85388 0.00 -0.17 0.03 -0.2257
H 0.48130 -7.07434 -3.59052 -0.01 0.00 0.01 0.1163
H 2.18850 -6.97252 -4.01766 0.00 -0.01 -0.02 0.1208
H 0.67059 -5.11958 -2.11574 -0.01 0.00 0.00 0.1140
H 2.03223 -6.15083 -1.69582 0.00 0.00 0.01 0.1146
H 2.40537 -3.50059 -2.35664 0.04 0.04 -0.04 0.1000
H 3.60459 -4.72546 -2.83747 0.02 0.00 -0.06 0.1068
H 1.08010 -5.78679 -5.86051 0.03 0.06 -0.03 0.1097
H 0.01768 -4.92085 -4.71537 0.01 0.03 0.00 0.1082
C -5.70506 3.18601 8.98070 0.04 -0.05 -0.05 -0.2143
C -4.55283 2.17231 8.90972 -0.03 0.09 -0.04 -0.2055
C -4.13928 2.05796 7.43660 0.06 -0.16 0.25 -0.2301
S -4.53269 3.64218 6.68594 0.00 0.03 0.13 0.6447
O -5.55686 3.43589 5.68767 0.04 0.02 -0.09 -0.3295
O -3.31907 4.33222 6.32204 -0.02 0.02 -0.11 -0.3299
C -5.26495 4.38139 8.14051 -0.08 -0.03 0.11 -0.2251
H -5.92116 3.48396 10.00473 0.00 0.00 0.01 0.1183
H -6.61343 2.75165 8.55886 -0.01 0.01 0.00 0.1208
H -3.71115 2.53469 9.50197 0.01 0.01 0.00 0.1194
H -4.84071 1.20165 9.30852 0.00 -0.01 0.01 0.1161
H -3.07555 1.87575 7.30266 -0.02 0.02 -0.07 0.0716
H -4.71529 1.29914 6.91010 -0.03 0.05 -0.06 0.1071
H -6.07586 5.03435 7.82713 0.03 0.01 -0.07 0.1102
H -4.48453 4.95953 8.63410 0.02 0.01 -0.02 0.1109
C -4.81141 -6.38754 2.45543 0.03 -0.04 -0.04 -0.2167
C -3.58811 -7.31586 2.45181 -0.02 0.03 -0.04 -0.2090
C -3.07688 -7.39293 1.00767 0.02 -0.08 0.16 -0.2147
S -3.54144 -5.83629 0.23530 0.02 0.00 0.03 0.6654
O -4.48744 -6.09370 -0.81643 -0.01 0.00 -0.07 -0.3069
O -2.35743 -5.05225 -0.04513 0.05 -0.01 0.00 -0.3520
C -4.40629 -5.15824 1.64820 -0.07 -0.02 0.12 -0.2299
H -5.11054 -6.11548 3.46600 0.00 -0.01 0.01 0.1163
H -5.65865 -6.88142 1.97619 -0.01 0.01 0.00 0.1219
H -2.81224 -6.90052 3.09727 0.00 0.02 -0.01 0.1173
H -3.83206 -8.30711 2.82877 0.00 -0.01 0.01 0.1161
H -1.99774 -7.49942 0.93706 0.01 0.02 -0.05 0.1016
H -3.56457 -8.18119 0.43805 -0.04 0.04 -0.04 0.1067
H -5.23784 -4.55955 1.28434 0.03 0.01 -0.07 0.1096
H -3.70055 -4.53186 2.19374 0.02 0.00 -0.02 0.1069
```
Forces are in eV/Å.

Its lowest unoccupied orbital energy is -3.06 eV. The net charge is +1. The HOMO-LUMO gap is 8.0 eV. The max |F| is 1.4 eV/A.